{"formula": "C51H70Cl2MnN7O2", "method": "ωB97M-V/def2-TZVPD", "symbols": ["Mn", "Cl", "Cl", "O", "O", "N", "N", "N", "N", "N", "N", "N", "C", "C", "C", "C", "C", "C", "C", "C", "C", "C", "C", "C", "C", "C", "C", "C", "C", "C", "C", "C", "C", "C", "C", "C", "C", "C", "C", "C", "C", "C", "C", "C", "C", "C", "C", "C", "C", "C", "C", "C", "C", "C", "C", "C", "C", "C", "C", "C", "C", "C", "C", "H", "H", "H", "H", "H", "H", "H", "H", "H", "H", "H", "H", "H", "H", "H", "H", "H", "H", "H", "H", "H", "H", "H", "H", "H", "H", "H", "H", "H", "H", "H", "H", "H", "H", "H", "H", "H", "H", "H", "H", "H", "H", "H", "H", "H", "H", "H", "H", "H", "H", "H", "H", "H", "H", "H", "H", "H", "H", "H", "H", "H", "H", "H", "H", "H", "H", "H", "H", "H", "H"], "coordinates": [[0.300100, -0.207523, -0.155360], [-3.671251, -0.328612, 3.654532], [-2.021559, -2.003146, 5.368461], [-1.016716, -0.045605, 2.119723], [-0.098097, -0.111374, 4.185635], [-0.119733, 2.650423, 3.499524], [-1.093945, -1.866407, -0.062733], [2.252795, 0.161451, -1.138706], [-0.469047, 0.051667, -2.146607], [-2.796688, 1.363009, -0.090347], [1.517728, -1.415880, 1.171980], [-4.098947, 1.494761, -0.644100], [1.366320, 3.165765, -0.506039], [-1.026166, 3.069927, 2.351593], [-4.085759, 1.542429, -4.795104], [-0.467170, 1.195370, -6.647121], [1.086952, -2.410914, 1.971984], [-3.501863, -4.675404, 2.653331], [-5.125736, 2.750305, 1.281706], [-2.482896, -1.290656, -1.974340], [-4.907483, 2.658094, -0.225880], [3.472483, 0.026799, -0.587063], [-4.203273, -3.717970, -1.044706], [2.044723, -3.862563, 3.963216], [3.868025, 0.893923, -2.624784], [3.205045, -2.015829, 2.628961], [0.503122, 2.512339, 0.404842], [1.438231, 1.069704, -3.242721], [-0.837699, 2.818251, 4.784400], [-1.698929, -0.297502, -2.572188], [5.519829, -3.027027, 2.548035], [4.472378, 1.402801, -3.898750], [-0.911094, 1.097469, -4.152321], [-2.155866, -1.295304, 3.746137], [-2.610067, -4.953480, 1.435902], [-3.315246, 0.238248, -4.566867], [6.460832, 1.802224, -0.582300], [4.568350, -2.050182, 3.255309], [-1.100319, -2.870462, 0.839187], [4.508993, 0.497534, -1.499925], [-2.166216, -2.058613, -0.865832], [2.449489, 0.677299, -2.376797], [-4.204907, 3.924694, -0.716450], [-0.961694, -0.381628, 3.312552], [-0.263316, 3.467083, 1.126321], [-2.026033, 0.393862, -3.811672], [-0.130881, -3.079589, 1.822057], [-0.667329, 1.980581, -5.342958], [2.813202, -1.197747, 1.483844], [-2.941050, -3.212157, -0.416703], [2.133735, -2.789699, 2.921327], [-6.252648, 2.500010, -0.927247], [1.181875, -3.467386, 5.168445], [1.387722, 4.533915, -0.782883], [3.714255, -0.492439, 0.687517], [-2.271972, -3.725323, 0.645671], [-0.276895, 4.849491, 0.865880], [0.522313, 5.397292, -0.123463], [5.984912, 0.500628, -1.239485], [1.211048, 3.306368, 3.545220], [0.072436, 0.814643, -3.118976], [4.447601, 0.358346, -5.024466], [-5.455973, -2.993567, -0.530673], [5.504667, 1.707029, -3.711988], [7.545344, 1.802099, -0.431923], [3.427641, 0.010602, -5.200425], [5.098046, -4.034929, 2.550182], [-3.966084, -0.441517, -4.017957], [-4.176181, 2.889139, 1.806914], [5.049477, -0.510953, -4.747152], [-5.771048, 3.602144, 1.523672], [2.101553, 2.575363, -1.035820], [-2.271715, -2.101342, 3.035909], [-3.425442, -1.525743, -2.455460], [-5.598946, 1.839387, 1.659246], [1.259584, -4.210391, 5.970139], [0.337172, 0.463784, -6.531143], [-6.888345, 3.373346, -0.760003], [-1.667314, 2.213257, 2.188130], [-0.926003, 5.503491, 1.449629], [5.000875, -1.046450, 3.242637], [-6.362208, -3.372507, -1.011907], [6.497939, -3.059680, 3.036753], [-3.331647, 4.157502, -0.099500], [-3.725441, -5.597000, 3.197567], [5.978340, 1.937989, 0.389591], [-0.210942, 1.859973, -7.476596], [-5.561499, -3.119239, 0.549106], [-4.146027, -3.597804, -2.127947], [5.665083, -2.734367, 1.505516], [-0.241895, 2.399382, 5.591789], [-3.570003, 2.208214, -5.490426], [-4.446411, -4.221496, 2.347954], [1.755351, 1.607614, -4.131539], [-0.310260, -3.905239, 2.505640], [-3.012232, -3.988756, 3.349538], [4.475054, -2.335932, 4.305264], [-4.884207, 4.782747, -0.682729], [-3.111655, -5.672488, 0.782810], [-6.779910, 1.614940, -0.550840], [1.488585, -2.493804, 5.559056], [-1.624479, 3.905160, 2.717262], [4.841205, 0.766405, -5.959941], [0.130660, -3.380249, 4.886476], [-2.200651, 2.112983, -0.416193], [6.243124, -0.343885, -0.596954], [-2.795608, 1.326646, 0.920645], [1.089994, 4.375091, 3.718435], [-5.073957, 1.332074, -5.213918], [-6.096876, 2.373344, -2.003735], [0.021455, 1.623237, 3.418309], [1.779047, 2.853058, 4.357087], [-1.691030, -5.433904, 1.775351], [6.521324, 0.348793, -2.180197], [-1.504302, 2.669510, -5.459366], [3.939623, 2.300426, -4.225733], [-4.219665, 2.074244, -3.848994], [4.739855, -0.443545, 1.043224], [-4.592938, 0.630173, -0.461809], [-3.861367, 3.782950, -1.744623], [1.642656, -4.774294, 3.511298], [6.198585, 2.662643, -1.203588], [1.719273, 3.149058, 2.599626], [0.484991, 6.457021, -0.351261], [-4.300101, -4.789694, -0.852523], [-3.117893, -0.238612, -5.531691], [0.210335, 2.601360, -5.155634], [2.085959, 4.921318, -1.522312], [-5.386365, -1.920055, -0.732698], [-1.375134, 0.650075, -6.918532], [-1.019197, 3.878760, 4.956787], [-1.783986, 2.282138, 4.731250], [3.053889, -4.106817, 4.303086]], "forces_ev_per_angstrom": [[0.1277, 0.9762, 0.6326], [0.0458, 0.0344, -0.0407], [-0.0938, 0.0903, -0.0900], [-0.2094, 0.3755, 0.3845], [-0.5468, 0.3746, -0.5458], [-0.1513, -0.0610, 0.1889], [0.0888, -0.5249, -0.2279], [0.1290, -0.3532, -0.3488], [-0.0005, -0.3243, -0.1676], [-0.3448, -0.0600, -0.1798], [0.0702, -0.1731, -0.1657], [0.2055, 0.2601, -0.0432], [0.1024, -0.0311, -0.0563], [-0.0026, -0.0321, -0.1327], [-0.0095, 0.0429, 0.0411], [-0.0071, 0.0050, 0.0808], [-0.3264, -0.3128, 0.1771], [0.0739, 0.0119, -0.0076], [0.0022, -0.0215, 0.1668], [-0.0928, 0.1654, -0.0789], [0.0905, -0.0483, -0.0958], [0.2450, 0.2278, 0.3532], [-0.0460, 0.1500, 0.1136], [-0.0904, 0.0996, 0.0701], [-0.2366, 0.0639, -0.1605], [0.0771, 0.1198, -0.0562], [-0.0947, 0.2309, 0.0122], [-0.1462, 0.1490, -0.0794], [-0.0433, -0.0589, 0.0776], [-0.4591, -0.0554, 0.0677], [-0.0565, 0.0577, 0.0094], [-0.0936, -0.1132, -0.0460], [0.1365, 0.1853, 0.0760], [-0.0719, 0.3546, 0.0156], [-0.0722, 0.1001, 0.1048], [0.0210, 0.1606, 0.0308], [0.0136, -0.0206, 0.0209], [-0.0175, -0.0765, -0.1536], [0.0103, -0.0190, 0.2930], [0.0538, -0.2397, 0.2644], [-0.3195, 0.1752, -0.0389], [-0.0329, 0.3060, -0.2008], [0.0498, 0.0130, -0.0488], [0.4974, -0.4672, 0.4941], [0.1061, 0.2055, -0.1060], [-0.0434, -0.2903, 0.0050], [0.1793, -0.0563, 0.1005], [0.0197, -0.2435, -0.0765], [0.5242, 0.2157, -0.1250], [0.0164, 0.1167, -0.1265], [-0.1280, -0.1119, -0.0511], [-0.0090, -0.1078, -0.1357], [-0.0064, -0.0462, -0.0589], [-0.0241, -0.0842, 0.0487], [-0.0105, -0.1455, 0.2193], [0.1845, -0.0434, 0.0504], [-0.0503, -0.0870, -0.0076], [0.0101, -0.1319, 0.0070], [-0.0570, 0.1157, 0.0882], [-0.0076, -0.0729, -0.0122], [0.2855, 0.1843, -0.3591], [-0.0002, 0.0300, 0.0754], [0.0444, 0.0396, -0.0259], [0.0044, 0.0421, 0.0016], [-0.0761, -0.0036, -0.0022], [0.0446, 0.0096, -0.0031], [0.0263, 0.0332, 0.0038], [-0.0032, -0.0337, -0.0128], [-0.0620, -0.0320, -0.0046], [-0.0421, 0.0305, -0.0192], [0.0701, -0.0715, 0.0089], [-0.0549, -0.0585, -0.0802], [-0.0099, -0.0186, -0.0796], [0.0707, -0.0094, -0.0297], [0.0059, 0.0281, 0.0268], [-0.0047, 0.0474, -0.0775], [-0.0491, 0.0498, -0.0123], [0.0281, -0.0598, 0.0153], [-0.0091, -0.1773, 0.0871], [0.0450, -0.0631, -0.0230], [0.0102, -0.0061, 0.0322], [0.0450, 0.0091, 0.0185], [-0.0465, 0.0095, -0.0173], [-0.0293, -0.0163, -0.0683], [0.0066, 0.0320, -0.0203], [0.0182, 0.0082, -0.0794], [-0.0208, -0.0184, 0.0237], [0.0111, 0.0204, -0.0449], [0.0131, -0.0407, -0.0535], [-0.0165, -0.0259, 0.0419], [0.0163, -0.0481, -0.0556], [-0.0191, -0.0358, 0.0572], [0.0199, 0.0120, 0.0101], [-0.0365, -0.0761, 0.0301], [0.0373, 0.0366, -0.0341], [-0.0633, -0.1091, -0.0245], [0.0001, 0.0259, 0.0236], [0.0684, -0.0688, 0.0369], [0.0011, -0.0196, -0.0028], [0.0311, 0.0796, -0.0530], [-0.0373, -0.0601, -0.0254], [0.0188, 0.0428, 0.1102], [-0.0097, -0.0114, 0.0542], [0.2052, 0.0004, 0.0369], [0.0800, -0.0681, -0.0450], [0.0411, -0.0286, -0.0147], [0.0116, -0.0430, 0.1337], [-0.0921, -0.0193, -0.0117], [0.0353, 0.0250, 0.0103], [-0.0418, 0.0363, 0.1134], [0.2946, -0.1602, -0.1209], [-0.0667, -0.0013, -0.0121], [0.0444, -0.0413, -0.0239], [0.0040, 0.0012, 0.0151], [-0.0036, 0.0591, -0.0197], [0.0058, 0.0144, -0.0115], [0.0213, -0.0583, -0.0449], [-0.0737, -0.0459, -0.0256], [0.0168, -0.0580, 0.0325], [-0.0599, 0.0434, 0.0323], [0.0115, -0.0328, 0.0100], [0.0130, -0.0469, 0.0410], [-0.0312, -0.0625, -0.0496], [0.0350, -0.0308, 0.0206], [-0.0152, -0.0059, -0.0047], [-0.0282, -0.0231, -0.0320], [-0.0084, 0.0132, -0.0009], [-0.0556, -0.0386, 0.0427], [0.0029, -0.0882, 0.0212], [0.0608, 0.0147, 0.0239], [0.0309, -0.0004, -0.0484], [0.0311, -0.0084, -0.0352], [0.0201, -0.0228, -0.0122]], "relative_energy_kcal_mol": 1.8, "largest_force_ha_per_bohr": 0.02276, "s2": 8.75, "charge": -1, "homo_lumo_gap_ev": [5.7, 5.7], "molar_mass_da": 939.01, "spin_multiplicity": 6, "total_energy_ha": -4590.64424}